(1)
Formula: H10O4S2
Source: the OMol25 dataset
Level of theory: ωB97M-V with the def2-TZVPD basis set

Atoms and positions in Å:
S  -0.75781  2.35383  -1.99052
S  -1.73736  2.50699  -0.15896
H  0.46248  2.55320  -1.61577
H  -1.86473  1.24450  0.20256
O  2.57029  -1.07230  -0.07486
H  3.38229  -1.28829  0.40000
H  2.80158  -0.27639  -0.39915
O  0.52364  0.48294  2.01397
H  0.12831  0.70003  2.86823
H  1.34096  0.01547  2.35290
O  -2.59407  -0.72364  1.62762
H  -2.89195  -1.54974  1.66365
H  -1.69903  -0.68921  1.85027
O  -0.25206  -1.72612  -2.97034
H  -0.16044  -0.76628  -2.61803
H  0.74790  -1.76498  -3.15158

Summary:
* relative energy (zero: lowest compared OMol25 entry of this formula, charge and spin): 140.9 kJ/mol
* SMILES: SS.O.O.O.O
* LUMO: 0.16 eV
* calculated total energy: -30021.6873 eV
* 2S+1: 1
* HOMO energy: -9.4 eV
* gap between HOMO and LUMO: 9.57 eV
* charge: 0

natural (NBO) atomic charge list, values in e, 5 entries:
1. S -0.13
2. S -0.13
3. H 0.11
4. H 0.15
5. O -0.91



(2)
Formula: H10O5
Source: the OMol25 dataset
Level of theory: ωB97M-V with the def2-TZVPD basis set

Atoms and positions in Å:
O  -0.62844  -0.22264  -1.12043
H  -0.88478  -0.97579  -0.63602
H  -0.78289  0.42586  -0.41449
O  -0.23490  -2.34752  -1.67956
H  -0.37677  -3.10367  -1.17629
H  0.35453  -2.68066  -2.38605
O  -2.48107  0.81852  2.73395
H  -2.18931  1.48448  2.09432
H  -2.63851  1.20339  3.56419
O  2.71302  2.66123  -1.18653
H  1.88122  2.19247  -0.82133
H  2.95253  2.28951  -2.06052
O  1.09228  -0.70068  1.25547
H  0.34457  -1.18724  0.83943
H  0.87854  0.14273  0.99386

Summary:
* relative energy (zero: lowest compared OMol25 entry of this formula, charge and spin): 245.5 kJ/mol
* SMILES: O.O.O.O.O
* LUMO: 0.17 eV
* calculated total energy: -10398.3052 eV
* 2S+1: 1
* HOMO energy: -11.3 eV
* gap between HOMO and LUMO: 11.42 eV
* charge: 0

natural (NBO) atomic charge list, values in e, 5 entries:
1. O -0.90
2. H 0.46
3. H 0.43
4. O -0.94
5. H 0.46



(3)
Formula: H10O5
Source: the OMol25 dataset
Level of theory: ωB97M-V with the def2-TZVPD basis set

Atoms and positions in Å:
O  4.27853  3.19904  1.11170
H  4.71756  3.99836  1.40247
H  3.86076  2.85406  1.90081
O  2.25323  -3.83948  -1.21353
H  1.77313  -3.08305  -1.55050
H  2.34177  -3.66921  -0.27575
O  -0.89478  -3.62615  2.10270
H  -1.39273  -4.23666  1.55906
H  -1.52411  -3.31668  2.75416
O  -1.06938  1.71527  0.00667
H  -0.61235  2.45975  0.39795
H  -0.83974  0.97236  0.56486
O  -4.51141  1.88170  -2.81443
H  -4.62054  2.43236  -3.58973
H  -3.75998  2.25829  -2.35644

Summary:
* relative energy (zero: lowest compared OMol25 entry of this formula, charge and spin): 139.5 kJ/mol
* SMILES: O.O.O.O.O
* LUMO: 0.38 eV
* calculated total energy: -10399.4039 eV
* 2S+1: 1
* HOMO energy: -11.4 eV
* gap between HOMO and LUMO: 11.77 eV
* charge: 0

natural (NBO) atomic charge list, values in e, 5 entries:
1. O -0.93
2. H 0.47
3. H 0.47
4. O -0.94
5. H 0.47



(4)
Formula: H10O5
Source: the OMol25 dataset
Level of theory: ωB97M-V with the def2-TZVPD basis set

Atoms and positions in Å:
O  0.89104  0.25948  0.47156
H  1.13645  -0.08887  -0.40804
H  0.21096  0.91062  0.27172
O  -2.12874  0.56563  3.00437
H  -1.51475  0.14988  2.38504
H  -3.00285  0.34460  2.66678
O  1.57705  -0.48761  -2.21049
H  1.44705  0.24018  -2.83082
H  1.07333  -1.22337  -2.58003
O  2.75756  -2.30903  0.29462
H  2.15577  -3.04686  0.15308
H  2.20688  -1.51854  0.19932
O  -2.12539  1.71118  -0.55597
H  -3.04712  1.95796  -0.42237
H  -1.63724  2.53477  -0.43877

Summary:
* relative energy (zero: lowest compared OMol25 entry of this formula, charge and spin): 114.0 kJ/mol
* SMILES: O.O.O.O.O
* LUMO: 0.23 eV
* calculated total energy: -10399.6679 eV
* 2S+1: 1
* HOMO energy: -11.0 eV
* gap between HOMO and LUMO: 11.26 eV
* charge: 0

natural (NBO) atomic charge list, values in e, 5 entries:
1. O -0.97
2. H 0.48
3. H 0.47
4. O -0.94
5. H 0.48



(5)
Formula: H10O5
Source: the OMol25 dataset
Level of theory: ωB97M-V with the def2-TZVPD basis set

Atoms and positions in Å:
O  0.00720  -2.43660  0.23387
H  -0.50580  -2.86560  -0.29513
H  0.77620  -2.93360  0.00387
O  0.07220  0.48140  0.16587
H  -0.21880  -0.36660  0.21187
H  0.07420  0.36040  -0.73413
O  1.49720  -0.07560  2.69487
H  1.32720  0.04040  1.80487
H  1.67420  0.82140  3.07887
O  -1.55780  2.41440  0.79387
H  -1.28680  3.07840  0.21387
H  -0.88580  1.74440  0.40687
O  -0.10080  -0.26360  -2.54513
H  0.15320  0.35840  -3.26313
H  -1.02580  -0.35760  -2.77113

Summary:
* relative energy (zero: lowest compared OMol25 entry of this formula, charge and spin): 226.5 kJ/mol
* SMILES: O.O.O.O.O
* LUMO: 0.06 eV
* calculated total energy: -10398.5016 eV
* 2S+1: 1
* HOMO energy: -10.3 eV
* gap between HOMO and LUMO: 10.37 eV
* charge: 0

natural (NBO) atomic charge list, values in e, 5 entries:
1. O -0.91
2. H 0.45
3. H 0.47
4. O -0.94
5. H 0.49



(6)
Formula: H10O5
Source: the OMol25 dataset
Level of theory: ωB97M-V with the def2-TZVPD basis set

Atoms and positions in Å:
O  2.19323  1.67199  0.59749
H  2.46977  2.25159  1.29693
H  1.40632  1.20792  0.85648
O  -0.08986  0.24069  0.51410
H  0.23990  -0.63629  0.28303
H  -1.01854  -0.02733  0.66190
O  -0.77938  1.71763  -1.51608
H  -1.29043  1.13360  -2.07934
H  -0.52563  1.22479  -0.74569
O  -2.58481  -0.68300  0.22146
H  -3.33655  -0.09119  0.11807
H  -2.76879  -1.44121  -0.32636
O  1.97345  -1.90278  0.26817
H  1.62074  -2.74491  0.40821
H  2.49059  -1.92152  -0.55839

Summary:
* relative energy (zero: lowest compared OMol25 entry of this formula, charge and spin): 110.6 kJ/mol
* SMILES: O.O.O.O.O
* LUMO: 0.11 eV
* calculated total energy: -10399.7036 eV
* 2S+1: 1
* HOMO energy: -10.3 eV
* gap between HOMO and LUMO: 10.41 eV
* charge: 0

natural (NBO) atomic charge list, values in e, 5 entries:
1. O -0.96
2. H 0.46
3. H 0.49
4. O -0.98
5. H 0.50



(7)
Formula: H10O5
Source: the OMol25 dataset
Level of theory: ωB97M-V with the def2-TZVPD basis set

Atoms and positions in Å:
O  -0.54527  -0.77120  1.85900
H  -0.01527  -0.01620  2.18600
H  -1.23627  -0.25620  1.44500
O  -2.34327  -0.85820  -1.84800
H  -1.37127  -0.90220  -1.78600
H  -2.62027  -0.97620  -0.96100
O  -0.37327  1.46380  -1.21900
H  0.11673  0.66580  -1.01100
H  0.00073  2.19180  -0.68800
O  2.37873  0.91980  0.98600
H  1.86673  1.74080  1.05500
H  1.93473  0.48680  0.28700
O  0.69873  -0.94220  -0.39100
H  0.32373  -1.01520  0.46000
H  1.18473  -1.73120  -0.37400

Summary:
* relative energy (zero: lowest compared OMol25 entry of this formula, charge and spin): 122.6 kJ/mol
* SMILES: O.O.O.O.O
* LUMO: 0.03 eV
* calculated total energy: -10399.5787 eV
* 2S+1: 1
* HOMO energy: -11.1 eV
* gap between HOMO and LUMO: 11.17 eV
* charge: 0

natural (NBO) atomic charge list, values in e, 5 entries:
1. O -0.92
2. H 0.49
3. H 0.48
4. O -0.93
5. H 0.47



(8)
Formula: H10O5
Source: the OMol25 dataset
Level of theory: ωB97M-V with the def2-TZVPD basis set

Atoms and positions in Å:
O  0.15646  2.64048  1.77836
H  -0.05791  3.52509  1.48214
H  -0.15745  2.06983  1.07690
O  -0.05945  0.60479  -3.09300
H  -0.11220  0.51252  -2.14172
H  -0.97005  0.58227  -3.38716
O  -0.20927  0.24849  -0.23112
H  -0.62147  -0.59832  -0.06018
H  0.73033  0.06770  -0.20484
O  2.02153  -1.13595  0.69602
H  2.88680  -1.54167  0.75014
H  2.02861  -0.46376  1.37744
O  -1.66534  -1.84935  0.71502
H  -1.62045  -2.44592  -0.03220
H  -2.35014  -2.21621  1.27420

Summary:
* relative energy (zero: lowest compared OMol25 entry of this formula, charge and spin): 82.6 kJ/mol
* SMILES: O.O.O.O.O
* LUMO: 0.43 eV
* calculated total energy: -10399.9938 eV
* 2S+1: 1
* HOMO energy: -10.8 eV
* gap between HOMO and LUMO: 11.18 eV
* charge: 0

natural (NBO) atomic charge list, values in e, 5 entries:
1. O -0.96
2. H 0.46
3. H 0.49
4. O -0.96
5. H 0.49



(9)
Formula: H10O5
Source: the OMol25 dataset
Level of theory: ωB97M-V with the def2-TZVPD basis set

Atoms and positions in Å:
O  -0.97655  -0.72308  -1.29469
H  -1.03495  -1.60138  -0.90204
H  -0.67427  -0.16243  -0.57130
O  2.79473  -0.55345  1.69199
H  3.68324  -0.18050  1.71318
H  2.32547  -0.08117  2.38894
O  -3.11328  1.99158  -0.56166
H  -3.49798  2.07832  -1.44113
H  -2.83213  2.88630  -0.33938
O  0.17089  0.87365  1.67997
H  -0.07419  0.02224  2.05949
H  1.09728  0.76433  1.43739
O  0.64771  -1.86435  -1.57459
H  0.84187  -0.99733  -1.94818
H  0.64215  -2.45274  -2.33797

Summary:
* relative energy (zero: lowest compared OMol25 entry of this formula, charge and spin): 279.6 kJ/mol
* SMILES: O.O.O.O.O
* LUMO: 0.56 eV
* calculated total energy: -10397.9518 eV
* 2S+1: 1
* HOMO energy: -8.7 eV
* gap between HOMO and LUMO: 9.29 eV
* charge: 0

natural (NBO) atomic charge list, values in e, 5 entries:
1. O -0.95
2. H 0.48
3. H 0.47
4. O -0.93
5. H 0.48



(10)
Formula: H11N4OSi4
Source: the OMol25 dataset
Level of theory: ωB97M-V with the def2-TZVPD basis set

Atoms and positions in Å:
N  -0.96525  -1.06672  1.85677
N  -1.28607  1.50227  0.23664
N  0.35979  -1.45966  -0.62629
N  0.65920  1.01996  -1.85468
O  2.08560  0.46695  -2.01106
Si  -1.71025  0.46995  1.50446
Si  0.55451  -1.48622  1.07888
Si  0.32082  1.94017  -0.47581
Si  1.45313  -0.97500  -1.91796
H  -1.64372  -1.78184  1.74485
H  -2.08581  1.60184  -0.52353
H  -0.28751  -0.58987  -0.79930
H  -3.23904  0.38549  1.27652
H  -1.09013  1.27853  2.68051
H  1.54658  -0.40590  1.55494
H  1.06139  -2.81840  1.51774
H  -0.03763  3.28554  -0.90879
H  1.26587  1.85634  0.55245
H  2.57374  -1.87411  -1.78779
H  0.46479  -1.34932  -3.09854

Summary:
* relative energy (zero: lowest compared OMol25 entry of this formula, charge and spin): 95.2 kJ/mol
* LUMO: 3.45 eV
* calculated total energy: -39700.0425 eV
* 2S+1: 1
* HOMO energy: -3.8 eV
* gap between HOMO and LUMO: 7.21 eV
* charge: -1

natural (NBO) atomic charge list, values in e, 5 entries:
1. N -1.50
2. N -1.55
3. N -1.58
4. N -1.03
5. O -0.82